a | C3H9O3P | ωB97M-V/def2-TZVPD

Each line ends with the Löwdin charge.
Atoms and positions in Å:
C: 1.7820 -0.8700 -0.3890  -0.187
C: 0.3427 1.3545 1.6602  -0.168
C: -1.5909 0.2189 -1.2236  -0.201
O: -1.3223 -0.9264 1.8520  -0.366
O: -1.2641 -0.8046 -2.0577  -0.114
O: 0.7593 -1.2519 0.4930  -0.332
P: -0.4414 -0.2156 0.9149  0.663
H: 2.7454 -1.4006 -0.1261  0.095
H: 1.8720 0.1819 -0.6777  0.064
H: 1.4510 -1.3171 -1.5184  0.133
H: 1.4200 1.3830 1.4908  0.024
H: 0.0404 2.2339 0.9956  0.053
H: 0.0181 1.5108 2.6781  0.031
H: -2.5830 0.1593 -0.7431  0.062
H: -1.3225 1.3267 -1.4187  0.090
H: -1.9067 -1.5827 -1.9303  0.152

* HOMO level: -8.29 eV
* Kohn-Sham gap: 8.9 eV

b | C3H9O3P | ωB97M-V/def2-TZVPD

Each line ends with the Löwdin charge.
Atoms and positions in Å:
C: 0.2019 -1.4449 1.8008  0.026
C: 1.5395 1.4153 -1.4153  -0.212
C: -1.7296 -0.1682 0.9607  0.003
O: -0.1649 -1.0130 -1.4169  -0.446
O: -0.8936 -0.4284 1.8933  -0.090
O: -0.8354 1.1314 -0.2447  -0.385
P: -0.0021 0.5251 -1.4454  0.469
H: 0.8739 -1.4180 2.6079  0.065
H: 0.6806 -1.4078 0.8348  0.056
H: -0.4234 -2.4971 1.7443  0.158
H: 1.2493 2.4838 -1.5583  0.064
H: 1.8079 1.2600 -0.3769  0.031
H: 2.3639 0.9997 -2.0618  0.071
H: -2.5017 0.4488 1.2084  0.097
H: -1.6332 -0.7992 0.0780  0.092
H: -0.5331 0.9124 -2.6090  0.003

* HOMO level: -9.53 eV
* Kohn-Sham gap: 10.1 eV

c | C3H9O3P | ωB97M-V/def2-TZVPD

Each line ends with the Löwdin charge.
Atoms and positions in Å:
C: -0.3394 -0.4759 -2.3104  -0.083
C: 1.0643 0.0931 2.5539  -0.185
C: -1.5784 0.2747 -0.4386  -0.264
O: 1.0980 -1.2510 -0.0478  -0.361
O: -1.2648 -0.7239 -1.2599  -0.160
O: -0.5106 0.7561 0.4859  -0.300
P: 0.9211 0.0162 0.7267  0.575
H: -0.8399 0.1631 -3.1089  0.114
H: -0.0298 -1.3855 -2.7912  0.084
H: 0.5993 -0.1098 -1.8228  0.069
H: 0.6552 1.1299 2.6209  0.048
H: 0.4615 -0.7704 2.9375  0.066
H: 2.1539 0.0651 2.8615  0.065
H: -2.3770 -0.1113 0.2550  0.152
H: -1.7081 1.2740 -0.9449  0.145
H: 1.6946 1.0558 0.2832  0.035

* HOMO level: -10.09 eV
* SMILES: COCO[P@@H](C)=O
* Kohn-Sham gap: 11.0 eV

Least stable of them? a.

a | C3H7O | ωB97M-V/def2-TZVPD

Each line ends with the Löwdin charge.
Atoms and positions in Å:
C: -1.0473 -0.2816 0.5567  -0.570
O: -1.5309 -1.1119 -0.3223  -0.341
C: 0.0115 0.8307 -0.1012  -0.229
C: 1.1069 -0.1607 -0.5244  -0.169
H: -0.4142 -0.6817 1.1973  -0.001
H: -1.9217 0.3954 1.1039  0.094
H: 0.1953 1.5150 0.6182  0.027
H: -0.4724 1.1433 -0.9746  0.055
H: 1.9031 -0.0029 -1.1609  0.002
H: 0.6171 -1.0891 -0.8565  0.055
H: 1.5526 -0.5567 0.4639  0.078

* HOMO level: -2.05 eV
* SMILES: CCC[O-]
* total charge: -1
* Kohn-Sham gap: 6.8 eV

b | C3H7O | ωB97M-V/def2-TZVPD

Each line ends with the Löwdin charge.
Atoms and positions in Å:
O: 1.0077 2.2373 0.0840  -0.111
H: 0.7161 1.7336 0.8548  0.019
C: -1.5381 -0.2775 -0.1522  -0.192
C: -0.4076 -0.9206 0.3147  -0.472
C: 0.8345 -1.1328 -0.2747  -0.202
H: -2.4513 -0.1841 0.4265  -0.034
H: 0.9038 1.6609 -0.6822  0.007
H: -1.4983 0.3982 -1.0023  -0.016
H: -0.4288 -1.1232 1.3989  0.060
H: 1.7342 -1.1553 0.3453  -0.027
H: 1.1278 -1.2365 -1.3128  -0.031

* HOMO level: -1.03 eV
* total charge: -1
* Kohn-Sham gap: 5.9 eV

Least stable of them? a.

a | C6H8Cl2 | ωB97M-V/def2-TZVPD

Each line ends with the Löwdin charge.
Atoms and positions in Å:
C: 0.5181 -0.0909 1.7537  -0.100
C: -0.0808 0.5622 0.5562  -0.373
C: -0.4686 1.8569 0.5561  0.075
C: -0.2814 -0.1830 -0.6840  -0.386
C: -1.2162 0.0963 -1.6063  0.073
C: 0.6928 -1.3512 -0.9476  -1.047
H: -0.0720 -0.9561 2.0777  0.068
H: 0.4637 0.6343 2.5711  0.078
H: 1.5498 -0.4777 1.5686  0.060
H: -1.0783 2.2071 -0.2608  0.051
H: -0.3393 2.4024 1.4949  0.070
H: -1.9599 0.9221 -1.5568  0.085
H: -1.1781 -0.4912 -2.5048  0.058
H: 0.5603 -1.6600 -2.0517  0.077
Cl: 0.5441 -2.8153 0.0253  0.614
Cl: 2.3456 -0.6560 -0.9915  0.599

* HOMO level: -9.05 eV
* SMILES: C=C(C)C(=C)C(Cl)Cl
* Kohn-Sham gap: 9.6 eV

b | C6H8Cl2 | ωB97M-V/def2-TZVPD

Each line ends with the Löwdin charge.
Atoms and positions in Å:
C: -1.3598 -0.9319 -1.3670  0.031
C: 1.0264 0.1355 -0.1775  -0.212
C: -1.0100 -0.6204 -0.1509  -0.155
C: 2.3620 -0.0229 0.0778  -1.116
C: 0.3462 1.4791 -0.1810  -0.146
C: -1.4337 -0.7389 1.2571  -0.075
Cl: 3.5154 1.3572 -0.0349  0.553
Cl: 3.0666 -1.5973 0.1312  0.580
H: -0.6706 -1.1301 -2.0812  0.040
H: -2.3513 -0.8908 -1.6834  0.058
H: -0.5322 1.5175 0.4847  0.075
H: 0.2747 1.6251 -1.2448  0.086
H: 1.1376 2.1381 0.1624  0.026
H: -0.5517 -0.6697 1.8265  0.064
H: -1.8951 -1.7853 1.4233  0.132
H: -1.9245 0.1348 1.5577  0.059

* HOMO level: -8.79 eV
* Kohn-Sham gap: 9.1 eV

Least stable of them? b.

a | C5H10O2 | ωB97M-V/def2-TZVPD

Each line ends with the Löwdin charge.
Atoms and positions in Å:
C: 2.7163 0.7511 0.0278  -0.132
C: -1.4222 -1.8937 0.5600  -0.044
C: -0.6419 -0.7884 0.7121  -0.522
O: -0.9289 0.3050 1.5292  -0.094
C: 0.6788 -0.6073 0.3389  -0.200
C: 1.1459 0.6157 0.1799  -0.232
H: 3.0048 -0.3732 0.1450  0.069
H: 2.6583 0.6853 -1.0661  0.043
H: 3.2597 1.4945 0.4776  0.006
H: -2.5240 -1.8161 0.8023  0.006
H: -1.2588 -2.6785 -0.1452  -0.007
H: -1.9279 0.3825 1.5794  0.089
H: 1.4441 -1.3836 0.0714  0.109
H: 0.7990 1.6297 0.3088  0.057
H: -0.6559 1.7846 -2.3733  0.031
H: -1.9831 1.0274 -2.0468  -0.062
O: -1.2808 1.0428 -2.6125  -0.116

* HOMO level (spin up / spin down): 0.69 / -3.33 eV
* multiplicity: 2
* total charge: -1
* Kohn-Sham gap (spin up / spin down): 3.5 / 7.4 eV

b | C5H10O2 | ωB97M-V/def2-TZVPD

Each line ends with the Löwdin charge.
Atoms and positions in Å:
O: -1.0721 -2.2038 1.0955  -0.227
C: -1.4921 -1.5989 0.0785  -0.496
C: -0.6279 -0.9072 -0.9566  -0.251
C: -0.7101 0.6240 -0.7528  -0.257
C: 0.1104 1.0683 0.4785  -0.204
C: 1.3922 0.3114 0.8830  -0.256
O: 2.2851 0.2710 -0.2498  -0.111
H: -2.5790 -1.3047 -0.0302  0.050
H: 0.4231 -1.1649 -0.8271  0.078
H: -0.9608 -1.2084 -1.9633  0.070
H: -0.4558 1.1651 -1.6907  0.077
H: -1.7479 0.8687 -0.5546  0.074
H: -0.5597 0.7893 1.3011  0.100
H: 0.2338 2.1510 0.5157  0.087
H: 1.7818 0.7866 1.7815  0.098
H: 1.1723 -0.7303 1.1339  0.100
H: 2.8067 1.0829 -0.2424  0.068

* HOMO level (spin up / spin down): 0.85 / -3.11 eV
* multiplicity: 2
* total charge: -1
* Kohn-Sham gap (spin up / spin down): 2.8 / 6.6 eV

Least stable of them? a.